1.
38
Properties=species:S:1:pos:R:3:nbo_charge:R:1 method="wB97M-V/def2-TZVPD" e_above_lowest_kcal_mol=15.00 total_charge=+2 spin_multiplicity=6 e_homo_ev="-15.5707 / -15.4791" e_lumo_ev="-7.04 / -10.61"
Ir 0.14 0.34 -0.36 1.498
C 2.12 0.44 2.38 -0.262
O 1.95 -0.33 1.21 -0.558
C 1.92 -1.74 1.43 -0.112
C 0.54 -2.20 1.89 -0.103
O -0.38 -1.83 0.86 -0.569
C -1.75 -1.91 1.17 -0.102
C -2.28 -0.57 1.71 -0.107
O -2.10 0.47 0.76 -0.565
C -3.24 0.69 -0.07 -0.265
H 3.02 0.12 2.91 0.217
H 1.27 0.36 3.06 0.181
H 2.24 1.48 2.07 0.205
H 2.68 -2.01 2.17 0.222
H 2.16 -2.20 0.47 0.243
H 0.27 -1.73 2.85 0.189
H 0.53 -3.29 2.02 0.226
H -1.95 -2.71 1.90 0.224
H -2.26 -2.14 0.23 0.211
H -1.71 -0.27 2.59 0.204
H -3.33 -0.66 1.98 0.226
H -4.10 0.96 0.55 0.215
H -3.49 -0.21 -0.65 0.195
H -3.00 1.51 -0.74 0.207
Cl -0.79 2.88 1.84 0.115
C -0.02 3.41 0.42 -0.019
C 0.49 2.45 -0.46 -0.279
C 1.22 2.96 -1.56 -0.087
Cl 1.92 1.81 -2.60 0.151
C 1.39 4.33 -1.81 -0.104
Cl 2.28 4.87 -3.14 0.185
C 0.80 5.26 -0.93 0.054
Cl 0.96 6.93 -1.20 0.289
C 0.08 4.80 0.20 -0.110
Cl -0.64 5.90 1.27 0.195
O 1.87 -2.72 -1.63 -0.797
S 0.77 -2.25 -2.43 1.565
N 0.18 -0.98 -1.85 -0.977

***

2.
13
Properties=species:S:1:pos:R:3:nbo_charge:R:1 method="wB97M-V/def2-TZVPD" e_above_lowest_kcal_mol=108.06 e_homo_ev="-7.6026 / -7.5988" e_lumo_ev="-0.04 / -0.04"
C -0.84 0.82 0.24 -0.154
C -2.18 0.48 -0.25 0.049
C -2.82 -0.64 0.05 0.656
C 2.37 -0.76 -0.20 -0.426
N 0.37 0.30 0.18 -0.192
N 0.93 -0.78 -0.25 -0.336
O -3.42 -1.63 0.25 -0.415
F -3.01 1.52 -0.66 -0.319
H -0.89 1.88 0.72 0.212
H 2.76 0.24 0.23 0.137
H 2.72 -1.58 0.39 0.208
H 2.84 -0.79 -1.15 0.204
H 1.17 0.93 0.44 0.376